C5H13NO | wB97M-V/def2-TZVPD

Positions of all 20 atoms, in Å:
C (2.127, -0.328, 0.898)
N (0.780, -0.673, 0.390)
C (-0.336, 0.197, 0.658)
C (-1.506, -0.323, -0.279)
C (-2.828, 0.301, 0.121)
O (-1.117, 0.029, -1.594)
C (2.953, 0.520, -0.045)
H (1.901, 0.103, 1.874)
H (2.630, -1.285, 1.069)
H (0.791, -0.972, -0.595)
H (-0.231, 1.232, 0.319)
H (-0.651, 0.029, 1.695)
H (-1.444, -1.413, -0.160)
H (-3.426, 0.434, -0.788)
H (-2.688, 1.325, 0.448)
H (-3.360, -0.338, 0.832)
H (-1.807, 0.539, -1.992)
H (2.698, 0.282, -1.087)
H (2.620, 1.564, 0.000)
H (3.998, 0.570, 0.202)

Energy, Eh: -327.96775
Lowest unoccupied orbital energy (spin up / spin down), eV: -2.63 / -7.87
Max |F|, hartree/bohr: 0.069
Multiplicity: 2
Energy relative to the best compared isomer or geometry (same formula, charge and spin), eV: 1.294
Charge: +1
HOMO energy (spin up / spin down), eV: -14.8060 / -14.7971

These are the natural (NBO) partial charges, in e, on atoms 1 to 5: C -0.267; N -0.071; C -0.328; C 0.106; C -0.651